Molecular formula: C4H11O3
Method: DFT, wB97M-V/def2-TZVPD

Values from the calculation:
* gap between HOMO and LUMO: 0.24774 Eh
* HOMO level: -0.133 hartree
* max |F|: 4.31 eV Å⁻¹
* total charge: -1

Last columns: bonded neighbours and bond lengths (Å).
CARTESIAN COORDINATES (ANGSTROEM)
1 C -1.3081 2.2551 -1.0782  O2 1.416, C3 1.573, H7 1.143, H8 1.134
2 O -0.9640 3.0754 -2.1798  C1 1.416, H9 0.919
3 C -0.1237 1.4193 -0.4687  C1 1.573, C4 1.555, H10 1.070, H11 1.139
4 C -0.4351 0.2507 0.5094  C3 1.555, C5 1.608, H12 1.071, H13 1.143
5 C 0.7517 -0.8074 0.7525  C4 1.608, O6 1.317, H14 1.157, H15 1.215
6 O 0.5445 -1.7494 1.6492  C5 1.317
7 H -1.5098 2.9366 -0.1835  C1 1.143
8 H -2.1511 1.5034 -1.1837  C1 1.134
9 H -1.3838 2.6282 -2.8648  O2 0.919
10 H 0.5267 1.9174 0.2198  C3 1.070
11 H 0.4942 1.0383 -1.3467  C3 1.139
12 H -0.9373 0.4789 1.4279  C4 1.071
13 H -1.2070 -0.4452 0.0335  C4 1.143
14 H 1.5759 -0.0833 1.1191  C5 1.157
15 H 0.9519 -1.1707 -0.3897  C5 1.215
16 H 1.7343 -3.5593 0.1137  O18 1.004
17 H 0.9765 -2.9754 1.2869  O18 1.098
18 O 1.3720 -3.9479 0.9653  H16 1.004, H17 1.098